Record 1
A 24-piece molecular cluster, C48H120N24O24 overall. Source: the OMol25 dataset; level of theory: the ωB97M-V functional and the def2-TZVPD basis.

## Properties
M   1417.6 u
Highest occupied orbital energy   -8.05 eV
Charge   0
Multiplicity   1
ΔE to the lowest compared entry with this formula, charge and spin   7.341 eV
Lowest unoccupied orbital energy   -0.28 eV

XYZ file:
```
216
Properties=species:S:1:pos:R:3:forces:R:3
O -2.19303 -0.41449 3.10641 1.6 2.2 0.7
C -2.92476 -1.22029 2.59973 0.2 -0.4 1.0
N -2.42619 -2.11997 1.77560 1.0 -0.5 -1.5
C -4.32076 -1.24447 2.97583 -1.6 0.1 0.2
H -1.48841 -1.86626 1.49940 -0.1 -0.3 0.1
H -2.73856 -3.05653 1.56252 -0.4 0.3 0.1
H -4.44234 -1.69786 3.95958 0.0 -0.5 -0.2
H -4.88749 -1.71497 2.17237 -0.5 0.0 0.5
H -4.61324 -0.21071 3.15994 -0.2 0.0 -0.4
O 0.34901 -3.41022 -5.76337 -1.0 1.8 -1.6
C -0.24205 -2.50859 -6.39130 0.4 -0.7 1.5
N -1.27625 -1.82623 -5.78503 0.0 0.3 -0.4
C 0.13791 -2.00615 -7.79289 -0.1 -0.8 0.4
H -1.49388 -1.93187 -4.80443 0.1 -0.4 0.0
H -1.78660 -1.08941 -6.25057 0.3 -0.1 -0.1
H 0.35600 -0.93915 -7.83807 0.3 -0.1 0.4
H -0.67834 -2.12783 -8.50495 -0.1 -0.3 0.1
H 0.98405 -2.62437 -8.09284 0.0 0.3 -0.2
O 5.04619 3.48980 -4.01735 0.3 -2.1 0.0
C 4.97272 4.65252 -3.70962 -2.2 -0.6 -1.4
N 6.04415 5.27608 -3.24766 1.6 2.2 1.0
C 3.64185 5.34501 -3.94421 0.2 1.2 0.0
H 6.90737 4.78681 -3.05907 -0.4 -0.4 -0.3
H 6.13423 6.27880 -3.16679 -0.5 -0.2 0.1
H 3.01223 4.89866 -4.71392 0.8 -0.4 -0.3
H 3.88768 6.36063 -4.25437 -0.5 0.3 0.1
H 2.93333 5.37670 -3.11652 0.7 0.2 0.7
O -1.90295 -1.95174 6.87891 0.6 -0.8 -0.3
C -0.94933 -2.72107 6.66728 -4.0 1.9 -2.9
N -0.04502 -2.89789 7.56019 2.8 -0.7 1.5
C -0.85588 -3.41429 5.29991 0.2 -1.0 -0.4
H -0.09079 -2.28815 8.36406 0.2 -0.3 0.0
H 0.77281 -3.42547 7.29015 0.2 -0.3 0.7
H -0.28798 -4.34427 5.27318 0.1 -0.2 0.6
H -0.40185 -2.87558 4.46819 0.1 0.8 0.5
H -1.83515 -3.67259 4.89690 -0.3 0.3 0.5
O 6.69611 -1.18880 0.57850 0.1 -0.1 0.0
C 5.67771 -1.36956 -0.08405 -1.0 -1.4 2.9
N 5.60731 -1.15283 -1.37636 0.6 0.4 -0.8
C 4.39700 -2.05297 0.54230 0.4 0.6 -0.1
H 6.50665 -0.98056 -1.80251 -0.3 0.5 -0.3
H 4.71640 -0.83396 -1.72950 0.0 -0.5 -0.9
H 4.18693 -2.98620 0.01974 0.1 0.1 -0.1
H 3.47806 -1.46852 0.49670 0.2 0.2 -0.5
H 4.46470 -2.27947 1.60635 0.6 0.0 -0.1
O -0.69441 -8.28029 -2.42591 0.6 -2.1 0.5
C -1.14922 -7.19393 -2.19735 -3.0 -1.4 -0.7
N -0.65775 -6.13573 -2.74995 1.5 3.8 -0.9
C -2.58384 -7.01485 -1.66111 0.5 -0.5 2.0
H -1.09342 -5.25375 -2.52099 0.0 -0.1 -0.4
H -0.30019 -6.18828 -3.69307 0.6 -0.2 0.4
H -3.35218 -7.25262 -2.39678 0.4 0.1 -0.3
H -2.81301 -6.06716 -1.17382 0.3 0.3 -0.5
H -2.68311 -7.73325 -0.84737 -0.2 -0.3 0.0
O -2.97048 -4.65628 1.16104 2.6 0.5 -2.0
C -3.94213 -5.29348 1.44387 -2.1 0.2 -3.4
N -4.22483 -5.45467 2.68199 -1.9 -1.7 3.8
C -4.97976 -5.83465 0.39708 0.1 -0.6 1.0
H -3.51382 -5.37298 3.39466 -0.1 0.3 -0.1
H -5.09478 -5.90084 2.93539 0.3 0.0 0.2
H -4.70325 -6.86443 0.17081 0.3 0.0 -0.2
H -5.13066 -5.30375 -0.54285 0.6 0.3 0.3
H -5.96293 -5.98005 0.84467 -0.1 0.4 0.3
O 5.67516 1.07788 5.09514 -3.9 1.5 4.2
C 6.30068 0.65324 4.21608 3.7 -0.8 -5.2
N 5.79418 0.08111 3.05629 0.6 0.2 1.5
C 7.81273 0.91825 4.21432 -0.7 -1.0 -0.7
H 4.81266 -0.15579 3.03139 -0.2 0.1 -0.2
H 6.40369 -0.39790 2.40889 0.0 -0.1 -0.1
H 8.07870 1.68027 3.48173 -0.2 0.2 0.1
H 8.23970 -0.00956 3.83360 0.7 0.0 0.4
H 8.10501 1.20123 5.22556 0.2 -0.2 -0.3
O -4.63412 7.36928 -3.97955 -0.4 1.1 0.7
C -4.35827 7.00991 -2.83541 -0.5 0.0 -0.6
N -3.57752 5.90237 -2.76524 -0.6 0.7 0.7
C -4.86733 7.71591 -1.52902 0.6 -0.6 -0.5
H -3.37362 5.58699 -3.70282 0.1 -0.6 0.4
H -3.52002 5.32590 -1.93791 0.6 0.0 -0.1
H -4.27518 8.59028 -1.25895 0.2 0.1 -0.5
H -4.75621 7.07156 -0.65692 -0.1 -0.3 -0.1
H -5.90155 8.04952 -1.61381 0.1 -0.2 -0.3
O -3.14242 4.80722 4.52328 0.7 -1.6 1.2
C -3.73695 5.75690 4.08792 1.2 -2.1 -2.7
N -4.13196 6.70328 4.88773 -1.7 3.5 2.4
C -3.91335 5.79993 2.58442 -0.9 0.6 -0.3
H -3.98283 6.62295 5.88342 0.3 -0.6 -0.2
H -4.57632 7.59028 4.69834 0.1 -0.4 -0.9
H -3.26962 5.10604 2.04382 0.7 0.5 0.5
H -3.83682 6.82891 2.23308 0.2 -0.1 -0.4
H -4.88244 5.41622 2.26546 -0.5 0.3 0.4
O -2.40110 -4.16340 -3.03416 2.3 -3.0 0.4
C -3.12223 -3.26009 -3.24927 -3.5 1.7 -0.5
N -2.96718 -2.07143 -2.68169 0.4 0.4 0.0
C -4.35319 -3.40000 -4.16472 1.1 0.5 1.0
H -2.25050 -2.04940 -1.97036 0.0 0.7 0.1
H -3.60601 -1.31340 -2.87505 0.3 0.4 0.4
H -5.13503 -2.74537 -3.77964 -0.1 0.1 -0.4
H -4.69431 -4.43501 -4.14266 0.2 0.2 -0.5
H -3.90485 -3.02199 -5.08353 -0.8 -0.4 -0.6
O -2.34980 4.46232 -0.75628 1.0 1.7 1.5
C -2.59743 3.28816 -0.84775 -2.0 -0.5 0.1
N -2.50369 2.72359 -2.04407 0.2 -1.2 -0.8
C -3.14028 2.41799 0.25712 -0.5 0.4 0.6
H -1.98280 3.23940 -2.73885 -0.4 0.0 -0.4
H -3.11908 1.95291 -2.26193 0.6 -0.5 0.1
H -3.75839 2.96231 0.97110 0.7 0.7 0.2
H -2.26037 2.01036 0.75480 -0.4 -0.4 0.2
H -3.89380 1.67708 -0.01000 0.7 -0.5 -0.8
O 2.64975 0.23901 3.01593 -0.8 0.2 1.1
C 2.32161 -0.01521 4.19975 -3.9 0.2 -2.8
N 3.22296 -0.35207 5.04385 2.2 -0.3 2.5
C 0.83944 -0.13682 4.74773 1.4 -0.4 -0.3
H 4.08568 0.13368 4.84422 0.8 -0.2 0.7
H 2.99176 -0.52252 6.01214 0.1 0.2 -0.2
H 0.31590 0.78732 4.99262 0.2 0.2 -0.5
H 0.93189 -0.65255 5.70354 -0.2 -0.2 0.1
H 0.23788 -0.76086 4.08682 -0.1 0.4 -0.1
O -4.19341 0.38986 -2.92005 -0.7 0.8 -0.6
C -4.79647 1.00200 -3.84315 0.3 -2.9 2.2
N -4.17874 1.98636 -4.43091 -0.1 1.0 -1.6
C -6.18475 0.51455 -4.19209 0.4 0.6 -0.5
H -3.26153 2.23074 -4.08578 0.0 0.2 -0.6
H -4.49128 2.29141 -5.34161 0.1 0.5 0.3
H -6.78864 1.37374 -4.48399 -0.4 -0.2 0.2
H -6.55595 -0.04879 -3.33595 -0.2 0.4 -0.1
H -6.16233 -0.16813 -5.04154 0.2 0.0 -0.1
O 1.71818 -3.61940 1.19030 2.9 1.2 0.4
C 0.67473 -4.11232 0.88692 -2.2 -0.8 -0.1
N -0.27260 -3.38783 0.24890 -0.5 -1.3 -0.1
C 0.37072 -5.52766 1.34211 -0.3 -0.5 0.3
H -0.13581 -2.42560 -0.02589 0.0 0.2 0.0
H -1.22248 -3.72865 0.20808 0.1 -0.2 -0.2
H 0.96048 -5.75274 2.23072 -0.1 0.5 0.3
H 0.68937 -6.34574 0.69611 -0.1 0.4 -0.7
H -0.68638 -5.66847 1.56748 0.0 0.0 -0.1
O 1.61763 -5.36489 6.78165 -1.1 -0.5 1.8
C 2.31513 -5.15476 5.82608 -0.6 2.0 0.2
N 2.56281 -6.04427 4.87537 0.7 0.5 -1.2
C 2.96627 -3.74477 5.66649 0.4 -1.3 -0.6
H 2.16733 -6.97187 4.81820 0.0 0.4 0.3
H 3.02369 -5.60730 4.09005 0.2 -1.0 -0.6
H 2.41437 -2.88297 5.29127 -0.8 -0.6 -0.2
H 3.74322 -3.95258 4.93078 0.6 0.8 0.3
H 3.30733 -3.42529 6.65122 0.5 -0.3 -0.1
O 2.48646 7.42063 -1.54413 0.1 -0.8 0.5
C 3.55526 7.61966 -0.96048 -2.1 1.1 -2.3
N 4.28409 6.68760 -0.38488 1.3 0.8 0.4
C 4.04670 9.03591 -1.06243 1.3 0.1 -0.1
H 3.96633 5.72914 -0.36267 0.0 -0.5 0.3
H 5.18869 7.03045 -0.09461 -0.1 -0.8 0.3
H 5.11408 9.10140 -1.27345 0.4 -0.2 0.5
H 3.84815 9.56290 -0.12918 -0.2 0.3 -0.3
H 3.66068 9.48113 -1.97942 -0.8 0.1 0.6
O -1.72750 3.86488 -4.58832 0.6 0.2 -0.9
C -0.78512 4.64328 -4.80164 -2.2 -0.5 -0.3
N -0.43042 5.11171 -6.03138 0.4 0.3 0.6
C 0.02675 5.13416 -3.68948 1.3 0.9 0.5
H -0.95602 5.03429 -6.89036 -0.2 -0.3 0.4
H 0.27200 5.83519 -5.97411 -0.2 -0.1 -0.5
H 0.73114 5.86190 -4.09239 0.7 -0.4 0.4
H 0.46681 4.26330 -3.20366 0.5 0.2 0.0
H -0.43032 5.71386 -2.88752 -0.9 -0.3 -0.2
O -7.16074 0.52720 0.41474 0.1 -1.5 -1.2
C -6.90412 -0.46721 -0.27315 0.1 1.0 0.5
N -7.88619 -1.12364 -1.00624 0.6 0.2 0.2
C -5.46430 -1.02827 -0.32441 -1.1 0.0 0.0
H -7.70806 -1.96645 -1.53351 0.1 0.2 0.3
H -8.84364 -0.80702 -0.95014 0.3 0.1 0.1
H -4.85914 -0.41027 0.33889 -0.1 -0.2 -0.1
H -5.01315 -1.04934 -1.31643 -0.3 0.2 0.1
H -5.50904 -2.05736 0.03204 0.2 -0.1 0.1
O 4.19217 -5.50744 2.58614 0.2 -0.5 0.0
C 4.56975 -5.87484 1.48385 1.8 0.4 -1.3
N 3.85880 -5.63000 0.37101 -0.8 -0.1 0.4
C 5.99714 -6.37999 1.17456 -0.5 -0.7 2.1
H 2.99265 -5.17399 0.61994 -0.4 0.2 -0.7
H 4.06037 -5.99122 -0.55039 0.0 0.1 0.4
H 6.24535 -7.15712 1.89744 -0.4 -0.5 0.0
H 6.66761 -5.63022 1.59460 0.2 0.5 -1.0
H 6.20393 -6.80860 0.19393 -0.1 0.7 -0.1
O -0.73998 -0.72342 -0.44807 -1.0 -0.4 0.1
C 0.21528 0.01542 -0.23624 -0.4 -0.3 -1.2
N 1.25795 -0.40316 0.46613 0.3 0.9 0.0
C 0.28504 1.35779 -0.86361 1.3 1.4 -0.6
H 1.13844 -1.19560 1.08083 0.7 0.1 0.1
H 2.03149 0.24621 0.47435 0.1 -0.5 0.9
H -0.20221 2.11605 -0.25063 -0.3 -0.1 -0.1
H 0.01635 1.43367 -1.91725 -1.0 -0.5 0.3
H 1.30356 1.73256 -0.96488 0.5 -0.1 0.6
O -0.07862 4.64545 2.36198 -1.0 3.8 -0.7
C 0.01076 3.50952 2.69495 -1.4 0.8 -0.2
N 1.14122 2.90726 2.44051 2.4 -3.4 0.3
C -1.14025 2.75210 3.23752 0.2 -1.3 0.3
H 1.92073 3.34461 1.97019 -0.4 0.4 0.2
H 1.28262 1.98523 2.82777 0.4 -0.1 -0.4
H -1.18325 2.79713 4.32574 0.0 0.0 0.0
H -0.94322 1.72413 2.93330 -0.6 -0.4 0.3
H -2.10676 3.08847 2.86223 0.4 0.2 0.0
O 3.33208 -0.84414 -2.69642 0.5 0.9 -0.1
C 2.32532 -1.34595 -3.12947 -1.5 -2.3 1.3
N 1.62928 -0.88551 -4.17129 -0.8 -0.1 -0.4
C 1.68763 -2.60550 -2.35980 0.2 1.6 0.0
H 1.81799 0.00326 -4.61236 0.2 -0.2 0.2
H 0.80574 -1.40532 -4.43904 0.2 0.2 -0.1
H 0.72598 -3.00161 -2.68604 0.4 -0.3 -0.9
H 1.36640 -2.21754 -1.39316 0.6 0.4 0.1
H 2.44552 -3.35427 -2.12943 -0.1 0.0 -0.4
O 3.51784 4.06610 -0.06937 0.2 -0.3 0.0
C 4.35453 3.15789 -0.05019 -1.5 -0.3 3.3
N 5.18138 2.91229 -1.00010 1.5 -0.1 -2.3
C 4.51534 2.23404 1.15172 -0.3 -0.3 -0.2
H 5.06142 3.51093 -1.80467 0.5 -0.7 -0.4
H 5.67343 2.03027 -0.99463 0.1 0.4 -0.5
H 5.28110 2.56098 1.85516 -0.6 0.8 0.3
H 4.96780 1.26250 0.95303 -0.4 -0.2 -0.7
H 3.52146 2.07100 1.56854 0.4 0.0 0.5
```
Positions in Å, forces in eV/Å.

Löwdin atomic charge list, values in e, 99 entries: number 1, O, carries 0.043; number 2, C, carries -0.665; number 3, N, carries 0.195; number 4, C, carries 0.002; number 5, H, carries 0.070; number 6, H, carries 0.036; number 7, H, carries 0.097; number 8, H, carries 0.056; number 9, H, carries 0.103; number 10, O, carries 0.011; number 11, C, carries -0.548; number 12, N, carries 0.150; number 13, C, carries -0.005; number 14, H, carries 0.075; number 15, H, carries 0.102; number 16, H, carries 0.078; number 17, H, carries 0.078; number 18, H, carries 0.084; number 19, O, carries 0.029; number 20, C, carries -0.644; number 21, N, carries 0.171; number 22, C, carries 0.000; number 23, H, carries 0.121; number 24, H, carries 0.109; number 25, H, carries 0.075; number 26, H, carries 0.082; number 27, H, carries 0.061; number 28, O, carries -0.007; number 29, C, carries -0.616; number 30, N, carries 0.191; number 31, C, carries 0.006; number 32, H, carries 0.131; number 33, H, carries 0.070; number 34, H, carries 0.058; number 35, H, carries 0.062; number 36, H, carries 0.065; number 37, O, carries -0.013; number 38, C, carries -0.580; number 39, N, carries 0.170; number 40, C, carries 0.013; number 41, H, carries 0.121; number 42, H, carries 0.041; number 43, H, carries 0.056; number 44, H, carries 0.040; number 45, H, carries 0.075; number 46, O, carries 0.043; number 47, C, carries -0.648; number 48, N, carries 0.165; number 49, C, carries -0.014; number 50, H, carries 0.042; number 51, H, carries 0.127; number 52, H, carries 0.091; number 53, H, carries 0.036; number 54, H, carries 0.070; number 55, O, carries -0.001; number 56, C, carries -0.590; number 57, N, carries 0.204; number 58, C, carries 0.016; number 59, H, carries 0.133; number 60, H, carries 0.122; number 61, H, carries 0.071; number 62, H, carries 0.080; number 63, H, carries 0.071; number 64, O, carries 0.077; number 65, C, carries -0.606; number 66, N, carries 0.175; number 67, C, carries 0.004; number 68, H, carries 0.057; number 69, H, carries 0.060; number 70, H, carries 0.078; number 71, H, carries 0.076; number 72, H, carries 0.082; number 73, O, carries -0.013; number 74, C, carries -0.547; number 75, N, carries 0.165; number 76, C, carries 0.007; number 77, H, carries 0.087; number 78, H, carries 0.054; number 79, H, carries 0.074; number 80, H, carries 0.056; number 81, H, carries 0.073; number 82, O, carries 0.044; number 83, C, carries -0.635; number 84, N, carries 0.163; number 85, C, carries 0.004; number 86, H, carries 0.116; number 87, H, carries 0.110; number 88, H, carries 0.060; number 89, H, carries 0.074; number 90, H, carries 0.078; number 91, O, carries 0.046; number 92, C, carries -0.643; number 93, N, carries 0.201; number 94, C, carries 0.028; number 95, H, carries 0.103; number 96, H, carries 0.042; number 97, H, carries 0.063; number 98, H, carries 0.086; number 99, H, carries 0.074



Record 2
A 2-piece molecular cluster, C3H9BO2 overall. Source: the OMol25 dataset; level of theory: the ωB97M-V functional and the def2-TZVPD basis.

## Properties
M   87.9 u
Highest occupied orbital energy   -8.96 eV
Charge   0
Multiplicity   1
ΔE to the lowest compared entry with this formula, charge and spin   4.620 eV
Lowest unoccupied orbital energy   0.30 eV

XYZ file:
```
15
Properties=species:S:1:pos:R:3:forces:R:3
B 2.55526 -0.98151 0.18521 -2.6 2.4 1.1
C -1.74693 0.40060 0.17242 -0.6 0.7 1.0
C -0.52893 -0.49458 0.09217 -2.1 -3.1 -0.1
C 0.41695 -0.28865 -0.95305 2.4 1.0 -2.6
O 1.92119 1.08754 1.21114 1.3 -2.7 -1.0
O 1.58475 -1.14150 -0.64320 1.1 -1.0 -0.1
H 3.32747 -1.61367 0.79355 0.4 0.2 -0.2
H -2.59772 -0.21979 0.10876 -1.2 -0.7 -0.4
H -1.88261 0.81209 1.16758 0.5 0.1 0.3
H -1.96937 1.26872 -0.45482 0.9 -0.3 -0.5
H -0.85939 -1.57473 -0.17299 0.0 1.4 1.1
H 0.07400 -0.55226 0.96864 -0.1 0.4 1.1
H 0.07167 -0.64472 -2.00050 0.8 1.2 1.7
H 0.91610 0.67241 -0.80242 -0.6 0.5 -1.0
H 2.65371 1.08498 1.85063 -0.4 0.2 -0.2
```
Positions in Å, forces in eV/Å.

Partial atomic charges computed with the Löwdin method, in multiples of e: number 1, B, carries 0.084; number 2, C, carries -0.073; number 3, C, carries -0.266; number 4, C, carries -0.181; number 5, O, carries -0.325; number 6, O, carries 0.028; number 7, H, carries 0.066; number 8, H, carries 0.049; number 9, H, carries 0.076; number 10, H, carries 0.085; number 11, H, carries 0.151; number 12, H, carries 0.091; number 13, H, carries 0.170; number 14, H, carries 0.115; number 15, H, carries -0.071